Entry 1:
Here is a 2-piece molecular cluster, CH2FN overall in a non-equilibrium geometry from the Open Molecules 2025 dataset. Energies are from the ωB97M-V functional and the def2-TZVPD basis.

XYZ file:
```
5
Properties=species:S:1:pos:R:3:nbo_charge:R:1
C 0.6527 0.0718 0.0118 -0.03
N 1.6811 -0.5480 0.0452 -0.07
F 3.0267 0.2454 -0.0200 -0.31
H -0.6941 -1.0954 -0.1356 0.19
H 0.4067 1.1304 -0.1053 0.22
```

Computed properties:
Max |F| = 4.8 eV/Å
Orbital gap (alpha / beta) = 0.3525 / 0.3524 Ha
Electronic energy = -193.71020 Ha
Energy above the lowest of the compared OMol25 structures with the same formula, charge and spin = 496.2 kJ/mol
Total charge = 0



Entry 2:
Here is a 2-piece molecular cluster, CH2FNO overall in a non-equilibrium geometry from the Open Molecules 2025 dataset. Energies are from the ωB97M-V functional and the def2-TZVPD basis.

XYZ file:
```
6
Properties=species:S:1:pos:R:3:nbo_charge:R:1
C 0.5329 -0.8485 0.3628 0.87
N 1.3130 -1.6799 0.8174 -0.83
O -0.1294 0.0274 -0.0185 -0.54
F -2.0526 2.6092 -1.6132 -0.56
H 1.6937 -2.3525 1.6518 0.49
H -1.3577 2.2443 -1.2003 0.56
```

Computed properties:
Max |F| = 4.8 eV/Å
Orbital gap = 0.4292 Ha
Electronic energy = -269.14839 Ha
Energy above the lowest of the compared OMol25 structures with the same formula, charge and spin = 102.1 kJ/mol
Structure (SMILES) = N=C=O.F
Total charge = 0



Entry 3:
Here is one molecule with the formula CH2FNO2 in a non-equilibrium geometry from the Open Molecules 2025 dataset. Energies are from the ωB97M-V functional and the def2-TZVPD basis.

XYZ file:
```
7
Properties=species:S:1:pos:R:3:nbo_charge:R:1
C -0.6911 0.8443 0.4359 1.04
N 0.5415 -0.9450 -0.3972 -0.54
O -1.3830 1.7793 0.3509 -0.53
O -0.3221 0.0923 -0.7137 -0.39
F -0.2340 0.2184 1.5328 -0.32
H 1.3647 -0.5755 0.1460 0.36
H 0.7241 -1.4137 -1.3548 0.37
```

Computed properties:
Max |F| = 3.8 eV/Å
Orbital gap = 0.3826 Ha
Electronic energy = -344.34170 Ha
Energy above the lowest of the compared OMol25 structures with the same formula, charge and spin = 17.7 kJ/mol
Structure (SMILES) = NOC(=O)F
Total charge = 0



Entry 4:
Here is a 2-piece molecular cluster, CH2FO3S2 overall in a non-equilibrium geometry from the Open Molecules 2025 dataset. Energies are from the ωB97M-V functional and the def2-TZVPD basis.

XYZ file:
```
9
Properties=species:S:1:pos:R:3:nbo_charge:R:1
C -0.3080 -1.5266 -1.0477 0.06
O -1.2751 0.9639 1.4517 -1.01
O -0.1185 1.5092 -0.6058 -1.03
O 0.6192 2.4857 1.4917 -0.99
F 0.6669 -2.0296 -1.8268 -0.36
S 1.1807 -0.2795 1.0218 -0.34
S -0.0571 1.3978 0.8465 2.29
H -0.5470 -0.5114 -1.3396 0.21
H -0.1611 -2.0095 0.0083 0.18
```

Computed properties:
Max |F| = 3.2 eV/Å
Orbital gap (alpha / beta) = 0.3086 / 0.2528 Ha
Electronic energy = -1161.22803 Ha
Energy above the lowest of the compared OMol25 structures with the same formula, charge and spin = 266.3 kJ/mol
Total charge = -1



Entry 5:
Here is a 2-piece molecular cluster, CH2FOPS overall in a non-equilibrium geometry from the Open Molecules 2025 dataset. Energies are from the ωB97M-V functional and the def2-TZVPD basis.

XYZ file:
```
7
Properties=species:S:1:pos:R:3:nbo_charge:R:1
C -0.5583 0.3029 1.3307 -0.95
O 1.1931 0.2943 -0.7065 -0.81
F 0.6169 -1.4759 -2.3485 -0.50
P -1.8973 -0.0532 0.5409 0.48
S 0.5730 0.1284 -2.0004 1.29
H -0.1565 0.0455 2.3726 0.24
H 0.2292 0.7580 0.8112 0.24
```

Computed properties:
Max |F| = 3.4 eV/Å
Orbital gap (alpha / beta) = 0.3174 / 0.2456 Ha
Electronic energy = -953.81930 Ha
Energy above the lowest of the compared OMol25 structures with the same formula, charge and spin = 363.2 kJ/mol
Total charge = 0



Entry 6:
Here is one molecule with the formula CH2FPS in a non-equilibrium geometry from the Open Molecules 2025 dataset. Energies are from the ωB97M-V functional and the def2-TZVPD basis.

XYZ file:
```
6
Properties=species:S:1:pos:R:3:nbo_charge:R:1
C 0.0900 -1.3549 0.1197 -0.47
F 1.9475 0.2261 0.8524 -0.58
P 0.8760 0.1439 -0.3591 0.96
S -0.7854 1.1568 0.6613 -0.26
H -0.5273 -1.7871 -0.7789 0.16
H -1.6010 1.6152 -0.4955 0.19
```

Computed properties:
Max |F| = 2.7 eV/Å
Orbital gap = 0.2743 Ha
Electronic energy = -878.59027 Ha
Energy above the lowest of the compared OMol25 structures with the same formula, charge and spin = 297.2 kJ/mol
Structure (SMILES) = C#P(F)S
Total charge = 0



Entry 7:
Here is a 2-piece molecular cluster, CH2FPSi overall in a non-equilibrium geometry from the Open Molecules 2025 dataset. Energies are from the ωB97M-V functional and the def2-TZVPD basis.

XYZ file:
```
6
Properties=species:S:1:pos:R:3:nbo_charge:R:1
C -1.6262 1.0419 0.1749 -0.07
F -0.8176 2.0221 0.1457 -0.28
Si 1.3226 -0.4442 0.0407 0.57
P -2.4903 -0.2434 0.0041 0.35
H 0.8425 -1.6588 -0.6732 -0.28
H 2.7689 -0.7177 0.3079 -0.28
```

Computed properties:
Max |F| = 1.6 eV/Å
Orbital gap = 0.2680 Ha
Electronic energy = -769.82406 Ha
Energy above the lowest of the compared OMol25 structures with the same formula, charge and spin = 286.2 kJ/mol
Total charge = 0



Entry 8:
Here is CH2I2 as an isolated structure in a non-equilibrium geometry from the Open Molecules 2025 dataset. Energies are from the ωB97M-V functional and the def2-TZVPD basis.

XYZ file:
```
5
Properties=species:S:1:pos:R:3:nbo_charge:R:1
C 0.0994 -0.0999 0.0945 -0.82
I -0.3939 1.9783 -0.0411 0.15
I -1.5216 -1.4277 -0.0379 0.20
H 0.6772 -0.2688 0.9916 0.21
H 1.1389 -0.1820 -1.0072 0.25
```

Computed properties:
Max |F| = 4.9 eV/Å
Orbital gap = 0.3343 Ha
Electronic energy = -634.61534 Ha
Energy above the lowest of the compared OMol25 structures with the same formula, charge and spin = 149.0 kJ/mol
Total charge = 0



Entry 9:
Here is CH2I2S as an isolated structure in a non-equilibrium geometry from the Open Molecules 2025 dataset. Energies are from the ωB97M-V functional and the def2-TZVPD basis.

XYZ file:
```
6
Properties=species:S:1:pos:R:3:nbo_charge:R:1
C -0.0626 -0.4547 0.3749 -0.68
S -0.0810 0.3541 -1.4224 -0.04
I -1.3576 -2.1011 0.2076 0.19
I 0.6145 2.4959 -0.8254 0.06
H 0.9923 -0.6662 0.5945 0.23
H -0.1056 0.3720 1.0709 0.24
```

Computed properties:
Max |F| = 3.0 eV/Å
Orbital gap = 0.3083 Ha
Electronic energy = -1032.84945 Ha
Energy above the lowest of the compared OMol25 structures with the same formula, charge and spin = 19.2 kJ/mol
Total charge = 0



Entry 10:
Here is a 2-piece molecular cluster, CH2INO2 overall in a non-equilibrium geometry from the Open Molecules 2025 dataset. Energies are from the ωB97M-V functional and the def2-TZVPD basis.

XYZ file:
```
7
Properties=species:S:1:pos:R:3:nbo_charge:R:1
C -0.6564 0.6731 0.0695 0.51
N -0.4177 -0.6609 0.3354 -0.35
O -0.0615 1.5862 -0.4730 -0.51
O 1.1591 -0.8668 -0.6491 -0.68
I 2.6122 -0.1069 0.2460 0.51
H -1.6322 0.7166 0.6280 0.12
H -1.0036 -1.3413 -0.1568 0.40
```

Computed properties:
Max |F| = 5.5 eV/Å
Orbital gap (alpha / beta) = 0.2828 / 0.2827 Ha
Electronic energy = -542.06989 Ha
Energy above the lowest of the compared OMol25 structures with the same formula, charge and spin = 411.1 kJ/mol
Total charge = 0



Entry 11:
Here is CH2INS as an isolated structure in a non-equilibrium geometry from the Open Molecules 2025 dataset. Energies are from the ωB97M-V functional and the def2-TZVPD basis.

XYZ file:
```
6
Properties=species:S:1:pos:R:3:nbo_charge:R:1
C -1.1688 0.1800 0.3783 -0.08
N -0.4046 -0.3161 -0.4833 -0.50
S 2.8661 -0.9895 -1.5275 -0.54
I 1.6045 0.2741 -0.0745 0.79
H -0.6892 0.8114 1.2373 0.13
H -2.2079 0.0402 0.4697 0.20
```

Computed properties:
Max |F| = 3.9 eV/Å
Orbital gap = 0.2692 Ha
Electronic energy = -789.82233 Ha
Energy above the lowest of the compared OMol25 structures with the same formula, charge and spin = 253.8 kJ/mol
Total charge = 0



Entry 12:
Here is one molecule with the formula CH2INS in a non-equilibrium geometry from the Open Molecules 2025 dataset. Energies are from the ωB97M-V functional and the def2-TZVPD basis.

XYZ file:
```
6
Properties=species:S:1:pos:R:3:lowdin_spin:R:1
C -0.3605 -1.9746 0.6891 0.38
N 1.9210 -2.0508 0.5017 0.80
S -0.7120 -0.8554 -0.4180 0.65
I 2.0789 -0.2496 -0.1214 0.12
H -1.0736 -2.6556 0.9512 0.04
H 1.8008 -2.1294 1.5514 0.02
```

Computed properties:
Multiplicity = 3
Max |F| = 3.8 eV/Å
Orbital gap (alpha / beta) = 0.2563 / 0.2320 Ha
Electronic energy = -789.69447 Ha
Energy above the lowest of the compared OMol25 structures with the same formula, charge and spin = 238.5 kJ/mol
Total charge = 0



> The lowest electronic energy belongs to which entry?

CH2FO3S2



> Among the records above, which one has the lowest energy above the lowest of the compared OMol25 structures with the same formula, charge and spin?

CH2FNO2